Formula: C27H25BBr2F27O6P
Source: OMol25
Level of theory: ωB97M-V with the def2-TZVPD basis set

Summary:
* gap between HOMO and LUMO: 7.81 eV
* 2S+1: 1
* SMILES: O=C(CB(CC[C@](F)(Br)C(F)(F)Br)P(O)O)c1ccccc1.FC(F)C(F)(F)COC(F)(F)C(F)F.FC(F)C(F)(F)COC(F)(F)C(F)F.FC(F)C(F)(F)COC(F)(F)C(F)F
* total charge: 0
* HOMO level: -8.035 eV

Atoms and positions in Å:
O (-3.758, 1.385, 7.131)
C (-3.386, 1.405, 5.989)
C (-2.083, 2.195, 5.671)
B (-1.771, 2.364, 4.105)
C (-1.177, 1.229, 3.140)
C (-0.651, -0.056, 3.870)
C (0.733, 0.077, 4.578)
F (0.644, -0.012, 5.962)
Br (1.777, 1.669, 4.107)
C (1.610, -1.189, 4.131)
F (0.920, -2.362, 4.278)
F (2.731, -1.310, 4.909)
Br (2.111, -0.962, 2.226)
P (-2.170, 4.044, 3.299)
O (-2.224, 3.866, 1.614)
O (-3.676, 4.629, 3.827)
C (-4.203, 0.616, 4.957)
C (-4.795, 1.155, 3.769)
C (-5.525, 0.350, 2.825)
C (-5.675, -1.051, 3.077)
C (-5.126, -1.611, 4.283)
C (-4.400, -0.797, 5.212)
H (-2.240, 3.230, 6.086)
H (-1.187, 1.793, 6.202)
H (-2.056, 0.897, 2.516)
H (-0.455, 1.651, 2.394)
H (-1.397, -0.319, 4.665)
H (-0.690, -0.902, 3.140)
H (-2.932, 4.425, 1.249)
H (-3.678, 4.739, 4.791)
H (-4.649, 2.240, 3.563)
H (-5.925, 0.834, 1.917)
H (-6.205, -1.698, 2.353)
H (-5.264, -2.688, 4.502)
H (-4.004, -1.286, 6.121)
F (-3.237, 0.737, -2.567)
C (-2.750, 1.767, -3.285)
F (-3.246, 1.635, -4.542)
C (-1.222, 1.781, -3.328)
F (-0.747, 0.689, -3.971)
F (-0.848, 2.855, -4.081)
C (-0.504, 1.917, -1.972)
O (-0.034, 0.717, -1.361)
C (-0.934, -0.027, -0.594)
F (-2.051, 0.693, -0.378)
F (-0.350, -0.183, 0.612)
C (-1.223, -1.405, -1.193)
F (-1.711, -1.309, -2.446)
F (-2.150, -2.054, -0.449)
H (-3.137, 2.702, -2.870)
H (0.408, 2.481, -2.175)
H (-1.064, 2.536, -1.268)
H (-0.314, -2.011, -1.225)
F (-0.801, -3.558, -4.381)
C (-1.043, -4.271, -5.498)
F (-2.143, -5.025, -5.249)
C (0.131, -5.174, -5.882)
F (0.341, -6.119, -4.938)
F (-0.227, -5.845, -7.014)
C (1.464, -4.465, -6.188)
O (2.428, -4.407, -5.138)
C (2.314, -3.380, -4.203)
F (1.418, -2.468, -4.628)
F (3.509, -2.752, -4.183)
C (2.003, -3.900, -2.798)
F (0.869, -4.627, -2.773)
F (1.831, -2.863, -1.941)
H (-1.288, -3.582, -6.312)
H (1.950, -5.069, -6.956)
H (1.314, -3.490, -6.654)
H (2.816, -4.529, -2.427)
F (4.825, 2.448, 0.802)
C (5.572, 3.414, 0.233)
F (5.075, 4.599, 0.669)
C (5.531, 3.363, -1.295)
F (4.282, 3.612, -1.752)
F (6.312, 4.382, -1.755)
C (6.056, 2.070, -1.949)
O (5.089, 1.095, -2.332)
C (4.644, 0.199, -1.362)
F (5.423, 0.281, -0.266)
F (4.840, -1.037, -1.870)
C (3.159, 0.375, -1.045)
F (2.881, 1.626, -0.630)
F (2.785, -0.469, -0.047)
H (6.600, 3.328, 0.599)
H (6.506, 2.379, -2.894)
H (6.876, 1.626, -1.382)
H (2.545, 0.165, -1.924)

Cartesian forces, eV/Å:
O -0.157 -0.123 0.330
C 0.117 -0.081 -0.133
C 0.188 1.146 -0.948
B -0.773 -0.999 -0.877
C -0.088 -0.032 0.251
C -0.795 0.669 -0.030
C 0.390 -1.842 -0.536
F -0.202 0.302 -0.992
Br -0.444 -0.108 0.659
C 0.541 0.141 0.085
F 0.355 1.114 0.021
F -1.072 0.243 -0.795
Br -0.308 -0.786 2.047
P 0.934 0.791 0.347
O -1.218 0.080 1.242
O 0.357 -0.769 -0.741
C -0.589 -1.572 -1.121
C 0.373 -0.355 0.056
C 0.817 -0.566 1.446
C 0.622 0.866 0.872
C 0.141 1.185 -0.307
C -0.623 0.412 -1.048
H 0.060 -0.971 0.009
H -0.908 -0.065 -0.142
H 0.607 0.379 0.510
H -0.512 -0.524 0.641
H 0.740 0.135 -0.523
H 0.513 0.623 0.708
H 0.304 -0.144 0.051
H 0.139 0.037 -0.348
H -0.219 -0.870 0.115
H 0.203 -0.436 0.624
H 0.372 0.484 0.570
H 0.149 0.867 -0.198
H -0.176 0.561 -0.571
F 0.091 0.111 -0.086
C -0.627 0.181 -0.372
F 0.253 0.077 -0.019
C 0.660 -0.577 0.100
F -0.215 0.000 0.002
F -0.329 0.176 0.186
C 0.595 0.530 0.303
O -0.911 -0.550 -0.289
C 0.487 1.411 0.130
F -0.133 -0.431 0.149
F -0.134 -0.465 -0.245
C 0.053 -0.746 -0.258
F 0.123 0.139 0.128
F 0.055 0.263 0.211
H 0.134 0.016 0.049
H -0.013 -0.151 -0.141
H -0.202 -0.181 -0.091
H 0.072 0.151 0.108
F 0.017 -0.111 -0.119
C -0.783 0.085 -0.047
F 0.192 -0.149 -0.135
C 0.646 -0.391 0.404
F -0.162 0.143 0.047
F -0.169 0.375 -0.097
C 0.529 -0.052 -0.637
O -0.804 0.291 0.734
C 0.256 -0.020 -1.541
F 0.085 0.164 0.487
F -0.029 -0.103 0.438
C 0.021 -0.443 0.598
F 0.132 0.094 -0.119
F 0.111 0.263 -0.168
H 0.132 -0.022 -0.038
H -0.074 -0.145 0.170
H -0.204 0.009 0.231
H 0.114 0.102 -0.153
F 0.065 0.104 -0.106
C 0.089 0.460 0.614
F 0.058 0.019 -0.267
C -0.527 -0.291 -0.605
F 0.014 0.008 0.218
F 0.236 -0.112 0.325
C 0.530 -0.153 -0.606
O -0.529 0.143 0.965
C 1.375 0.211 -0.570
F -0.364 -0.274 0.149
F -0.441 -0.018 0.066
C -0.800 0.123 -0.175
F 0.139 -0.099 -0.084
F 0.581 0.045 -1.177
H 0.026 -0.055 -0.128
H -0.209 0.105 0.017
H -0.201 0.068 0.226
H 0.155 -0.117 -0.053



Formula: C21H44N4O7S
Source: OMol25
Level of theory: ωB97M-V with the def2-TZVPD basis set

Summary:
* gap between HOMO and LUMO: 9.11 eV
* 2S+1: 1
* SMILES: CCC[C@@H](CCSc1nnco1)OC=O.COCCNCCOC.COCCNCCOC
* total charge: 0
* relative energy (zero: lowest compared OMol25 entry of this formula, charge and spin): 86.1 kJ/mol
* HOMO level: -8.770 eV

Atoms and positions in Å:
C (1.338, 2.645, -2.916)
C (1.502, 1.071, -2.936)
C (0.139, 0.293, -2.710)
C (-0.649, -0.003, -4.064)
C (-2.183, 0.063, -3.688)
C (-2.620, -1.205, -2.841)
S (-4.188, -0.903, -1.878)
C (-4.928, 0.568, -2.609)
N (-5.768, 0.747, -3.630)
N (-5.897, 2.110, -3.683)
C (-5.173, 2.698, -2.743)
O (-4.517, 1.733, -2.000)
O (-0.237, 1.016, -4.992)
C (-0.919, 0.966, -6.188)
O (-0.952, 1.962, -6.852)
H (2.249, 3.108, -3.366)
H (0.483, 2.945, -3.584)
H (1.119, 3.051, -1.901)
H (2.156, 0.837, -2.050)
H (2.012, 0.721, -3.862)
H (-0.489, 0.941, -2.034)
H (0.288, -0.660, -2.131)
H (-0.428, -1.048, -4.427)
H (-2.870, 0.089, -4.569)
H (-2.308, 1.009, -3.095)
H (-2.866, -2.056, -3.529)
H (-1.818, -1.483, -2.120)
H (-5.022, 3.767, -2.516)
H (-1.474, 0.068, -6.558)
C (-2.782, 2.925, 5.405)
O (-3.601, 1.847, 4.984)
C (-4.452, 2.174, 3.888)
C (-4.019, 1.437, 2.629)
N (-2.759, 1.966, 2.110)
C (-2.154, 1.140, 1.066)
C (-1.714, -0.279, 1.452)
O (-0.625, -0.317, 2.363)
C (-0.986, -0.206, 3.730)
H (-2.297, 2.634, 6.336)
H (-2.004, 3.140, 4.666)
H (-3.376, 3.825, 5.589)
H (-4.510, 3.254, 3.719)
H (-5.456, 1.831, 4.158)
H (-4.794, 1.542, 1.863)
H (-3.930, 0.374, 2.884)
H (-2.098, 2.045, 2.874)
H (-1.268, 1.679, 0.718)
H (-2.841, 1.084, 0.215)
H (-1.350, -0.763, 0.539)
H (-2.545, -0.900, 1.806)
H (-1.961, -0.651, 3.941)
H (-0.970, 0.840, 4.044)
H (-0.233, -0.731, 4.321)
C (4.051, -3.634, 3.464)
O (4.630, -2.372, 3.178)
C (5.934, -2.460, 2.611)
C (5.921, -2.015, 1.155)
N (5.233, -2.988, 0.308)
C (4.952, -2.506, -1.043)
C (4.007, -1.308, -1.190)
O (2.664, -1.580, -0.820)
C (2.395, -1.449, 0.570)
H (3.140, -3.463, 4.038)
H (3.781, -4.161, 2.543)
H (4.727, -4.254, 4.061)
H (6.364, -3.461, 2.719)
H (6.568, -1.769, 3.175)
H (6.950, -1.898, 0.803)
H (5.430, -1.035, 1.115)
H (4.354, -3.237, 0.744)
H (4.508, -3.346, -1.586)
H (5.900, -2.276, -1.541)
H (3.972, -1.056, -2.255)
H (4.379, -0.411, -0.683)
H (3.009, -0.678, 1.041)
H (2.534, -2.407, 1.075)
H (1.346, -1.173, 0.687)

Cartesian forces, eV/Å:
C -0.557 -0.487 -1.122
C -0.123 0.121 1.213
C 0.337 0.264 -0.203
C -0.320 -0.548 2.122
C 0.027 -0.176 0.029
C 0.040 0.770 -0.943
S -0.286 0.413 -0.440
C 0.378 -0.538 -0.336
N 2.183 0.367 2.701
N 0.265 2.184 0.532
C -0.537 -2.252 -0.897
O -1.043 0.388 -1.270
O -1.605 -1.535 -0.844
C 0.133 1.592 -0.181
O 0.087 -0.429 -0.122
H -0.610 -0.196 0.643
H 0.800 -0.251 0.626
H 0.378 -0.413 -0.656
H -0.469 -0.076 -0.979
H -0.381 0.320 0.682
H 0.399 -0.543 -0.745
H 0.134 0.809 -0.737
H 0.104 1.081 0.034
H 0.631 0.172 0.534
H -0.091 -0.912 -0.572
H 0.517 0.716 0.656
H -0.823 0.114 -0.378
H -0.210 -0.956 -0.202
H 0.686 -0.016 0.962
C 0.000 -0.254 0.054
O 0.079 0.409 -0.040
C -0.249 -0.472 -0.129
C 0.274 0.234 0.175
N -0.115 -0.147 0.015
C 0.176 0.084 0.132
C 0.135 0.144 -0.391
O -0.297 -0.123 0.008
C 0.353 0.027 -0.031
H -0.061 -0.058 -0.040
H -0.005 0.194 0.008
H 0.048 0.033 -0.049
H 0.189 -0.040 0.014
H 0.006 0.027 -0.022
H 0.036 -0.012 -0.007
H -0.222 -0.048 0.034
H -0.075 0.031 -0.051
H 0.013 -0.104 -0.037
H -0.044 -0.085 0.070
H 0.025 0.026 0.007
H -0.012 0.087 0.157
H -0.041 0.094 -0.046
H -0.182 -0.023 0.151
H 0.003 -0.033 -0.090
C -0.095 0.242 -0.009
O 0.072 -0.410 0.027
C 0.131 0.514 -0.117
C -0.257 -0.296 0.099
N 0.061 0.193 0.028
C -0.205 -0.172 0.125
C 0.061 -0.142 -0.445
O 0.238 0.210 0.168
C -0.375 -0.163 -0.179
H 0.050 0.074 -0.028
H 0.054 -0.178 0.052
H -0.008 -0.052 -0.055
H -0.177 -0.027 -0.073
H 0.013 -0.028 -0.016
H -0.028 -0.009 -0.015
H 0.153 0.123 0.111
H 0.091 -0.003 -0.014
H 0.006 0.090 -0.068
H -0.006 0.072 0.056
H -0.017 -0.022 0.019
H -0.044 -0.058 0.173
H 0.068 -0.070 -0.008
H 0.091 0.094 0.199
H 0.044 0.047 -0.030